## A
Below is a cluster of 2 separate species, C4H13N2O in total, with properties calculated with ωB97M-V/def2-TZVPD.

Values from the calculation:
**LUMO**: -3.05 eV

ORCA input file:
```
! wB97M-V def2-TZVPD RIJCOSX def2/J DEFGRID3
* xyz 1 1
H 0.2388 1.8988 -1.5521
H -0.8351 2.0236 -0.2065
H 0.1930 -3.7906 0.5530
H -1.9314 0.3224 -0.9572
H -0.5919 0.0279 -2.2176
H 1.9861 1.3815 -0.2251
H 1.2255 0.0573 0.4124
N 1.1268 1.0558 0.2095
H -0.5198 -0.9533 0.6755
H -0.3246 -4.2784 -0.9458
H 0.1200 -2.3251 -1.9959
C -0.5306 -1.0978 -0.4035
C -0.8792 0.1365 -1.1793
O 0.0975 2.5936 2.5450
H -0.6750 3.0890 2.8369
H 0.9430 1.5929 1.0679
H 0.7047 2.6369 3.2903
C -0.0473 1.4033 -0.6264
C -0.1279 -2.2723 -0.9411
N -0.1728 -3.5020 -0.3399
*
```


## B
Below is a cluster of 2 separate species, C4H13N2O in total, with properties calculated with ωB97M-V/def2-TZVPD.

Values from the calculation:
**LUMO**: -6.97 eV

ORCA input file:
```
! wB97M-V def2-TZVPD RIJCOSX def2/J DEFGRID3
* xyz 1 1
H 0.6838 2.8498 3.6040
C -0.5407 -0.1020 0.1163
H -0.0155 -0.6525 -4.2844
H 0.8059 -1.0825 -1.1269
N 0.1287 -1.9694 1.3536
H -1.8290 -1.2355 1.4997
H 0.3747 -1.5097 2.2331
H 0.8737 2.5396 1.9042
C -0.6067 -0.0392 -2.4408
H 2.1783 2.5508 3.0782
H -0.8650 0.9989 -2.6619
C -1.0747 -1.2972 0.7274
H -0.6304 0.8465 0.6377
N 1.2094 2.4720 2.8374
O 0.2992 -0.5078 -3.3893
H -1.5321 -0.6289 -2.4611
H -1.4864 -1.9581 -0.0478
H 0.8991 0.6573 -1.2161
C 0.1964 -0.1774 -1.1231
H 0.9313 -1.7547 0.7599
*
```


The structure with the most favorable energy is A; the runner-up is 243.1 kJ/mol above it.


## A
Below is the ion C3H8NOS with charge +1, with properties calculated with ωB97M-V/def2-TZVPD.

Values from the calculation:
**LUMO**: -4.01 eV
**SMILES**: [NH3+][C@H](C=O)CS

ORCA input file:
```
! wB97M-V def2-TZVPD RIJCOSX def2/J DEFGRID3
* xyz 1 1
C -0.2751 0.2028 0.1538
H -1.7840 -1.1695 1.1549
H 0.9611 -1.1786 -0.7016
H 1.0612 0.1239 -1.7057
H -1.3621 0.0570 -2.6489
H 1.0810 1.7846 0.2988
H 1.6311 0.4820 1.1383
S -1.0213 -1.1390 -2.1489
O 0.0552 -1.2377 1.9560
C -0.7425 -0.8423 1.1553
H -1.0675 0.9089 -0.1105
N 0.7866 0.9990 0.8786
H 0.3814 1.4185 1.7274
C 0.2949 -0.4097 -1.1475
*
```


## B
Below is the ion C3H8NOS with charge +1, with properties calculated with ωB97M-V/def2-TZVPD.

Values from the calculation:
**LUMO**: -3.82 eV

ORCA input file:
```
! wB97M-V def2-TZVPD RIJCOSX def2/J DEFGRID3
* xyz 1 1
H 2.8191 -1.0643 0.7205
H -2.9353 -0.4828 -1.4312
H 2.6631 -1.0763 -1.0301
C 1.1815 -0.0057 -0.0187
C -1.6509 0.4913 -0.2308
H 1.4743 -2.1519 -0.0709
N -1.6082 1.2924 0.7814
O -2.8124 0.1312 -0.6003
C 2.0973 -1.1794 -0.1262
S -0.3542 -0.0594 -1.2059
H 0.6898 0.0083 0.9014
H 1.6299 1.0184 -0.2296
H -2.5010 1.5600 1.2938
H -0.6929 1.5184 1.2467
*
```


The structure with the most favorable energy is B; the runner-up is 55.5 kJ/mol above it.


## A
Below is the ion C3H8NOS with charge +1, with properties calculated with ωB97M-V/def2-TZVPD.

Values from the calculation:
**LUMO**: -3.85 eV

ORCA input file:
```
! wB97M-V def2-TZVPD RIJCOSX def2/J DEFGRID3
* xyz 1 1
H 1.3606 -0.6281 1.9102
S -0.5305 -1.6171 -0.3106
H 0.9064 0.1151 -1.9078
O 1.7896 -0.6148 1.0630
H 1.6343 1.2180 -1.0127
H 2.4216 -0.1585 -1.2184
N 1.3747 0.2559 -1.0108
H -2.5929 -0.7453 0.5757
C -1.0376 0.7289 0.6786
H -0.8498 1.6581 0.0267
C 0.7453 -0.3695 0.2767
H -1.0087 0.7289 1.7992
H -2.3679 -0.1612 -0.8688
C -1.8449 -0.4103 -0.0010
*
```


## B
Below is the ion C3H8NOS with charge +1, with properties calculated with ωB97M-V/def2-TZVPD.

Values from the calculation:
**LUMO**: -4.25 eV
**SMILES**: [NH3+][C@@H](C=O)CS

ORCA input file:
```
! wB97M-V def2-TZVPD RIJCOSX def2/J DEFGRID3
* xyz 1 1
H 2.0685 -0.1993 0.9379
H -1.1266 -0.8162 -2.5427
C -0.9409 -0.9269 0.8264
O -0.8067 -1.3581 1.9284
S -1.2730 0.4988 -2.3892
C -0.2260 0.7466 -0.9470
H 0.8412 0.1636 1.9965
C 0.2211 -0.3529 0.0393
H -1.8933 -0.8549 0.2678
N 1.1750 0.2688 1.0247
H 0.7043 1.1690 -1.3406
H 0.7981 -1.0996 -0.5145
H 1.2227 1.2968 1.0304
H -0.7644 1.4645 -0.3173
*
```


The structure with the most favorable energy is B; the runner-up is 211.6 kJ/mol above it.


## A
Below is a cluster of 2 separate species, C7H17NO in total, with properties calculated with ωB97M-V/def2-TZVPD.

Values from the calculation:
**LUMO**: 0.62 eV

ORCA input file:
```
! wB97M-V def2-TZVPD RIJCOSX def2/J DEFGRID3
* xyz 0 1
H 0.7736 -1.1610 -0.8919
H 2.4310 -0.7199 -0.4273
H 0.3657 -2.4461 1.3224
C 2.3246 1.8734 -0.8943
C 0.7861 -0.3083 1.1056
H 1.3972 0.4356 1.6398
H 2.0284 -2.0596 1.7516
N 0.0408 1.2973 -1.4010
H 0.6979 -1.6057 2.8291
H -1.8580 -1.8258 -1.5101
C 0.9900 -1.6616 1.7756
H -2.7424 1.7345 0.2574
C -2.5925 0.6801 0.4937
H -3.0950 -1.8471 -0.2322
H -3.5138 0.2821 0.9332
C -2.1478 -1.3973 -0.5505
H 3.1643 1.4638 -1.4596
H -1.7347 0.5524 1.1687
H 2.0723 2.8636 -1.2747
O -2.3110 0.0108 -0.7480
C 1.3633 -0.4194 -0.3429
H -0.0932 2.2560 -1.6900
H -0.8139 0.7166 -1.2672
H -1.3732 -1.5789 0.1994
C 1.1884 0.9108 -0.9317
H 2.6520 1.9537 0.1450
*
```


## B
Below is a structure of composition C7H17NO, with properties calculated with ωB97M-V/def2-TZVPD.

Values from the calculation:
**LUMO**: 0.90 eV

ORCA input file:
```
! wB97M-V def2-TZVPD RIJCOSX def2/J DEFGRID3
* xyz 0 1
H 1.7856 1.0538 -1.9403
H -0.6931 -0.1985 0.1116
O 0.6392 -1.5137 1.0946
H -3.7484 0.4361 -0.4251
C 0.6688 -0.8977 0.0369
N -2.4726 -1.5678 0.9074
H 0.5152 1.2276 2.1775
C 1.3562 1.2991 1.4872
H 1.6747 2.3436 1.5222
H -1.9089 -2.4106 0.9875
H -2.6689 1.1325 0.7738
H 0.8921 -1.1869 -2.0977
C -1.9429 -0.7075 -0.0943
C -2.6983 0.6055 -0.1819
H 0.0724 1.4208 -0.2211
H 2.9861 0.6856 -0.6706
H 1.1024 -2.6617 -1.1228
H -1.9247 -1.2216 -1.0568
H 2.3630 -1.4868 -1.1356
C 1.2787 -1.5864 -1.1606
H -2.2548 1.2450 -0.9450
H -2.5441 -1.1144 1.8121
C 2.0774 1.2407 -0.9074
H 2.2917 2.3122 -0.8668
C 0.9775 0.8808 0.0742
H 2.1755 0.6701 1.8411
*
```


The structure with the most favorable energy is B; the runner-up is 144.8 kJ/mol above it.


## A
Below is a cluster of 2 separate species, C7H17NO in total, with properties calculated with ωB97M-V/def2-TZVPD.

Values from the calculation:
**LUMO**: 0.89 eV
**SMILES**: CCN(C)C(C)=O.CC

ORCA input file:
```
! wB97M-V def2-TZVPD RIJCOSX def2/J DEFGRID3
* xyz 0 1
C 0.7075 -2.9871 -1.4339
H 1.3292 -2.0927 -1.6791
H 1.1421 -3.9689 -1.4672
H 3.0981 1.0739 0.4858
O -0.4767 0.4071 2.0729
N -0.3716 1.4316 0.1484
H -0.3088 0.7429 -1.9953
H -3.2309 1.6632 0.3995
H -2.6905 1.2428 2.1727
H -0.2473 -1.6826 -0.2440
H -2.8387 -0.1341 0.8927
C 1.1487 1.3560 -0.0059
H 2.4009 2.5330 1.2767
H 1.1809 0.3771 -0.6427
H -0.0264 -3.2804 0.6972
H 1.2413 2.2524 -0.5087
C -0.9740 1.2736 -1.1740
H -2.0640 0.9407 -1.0237
C 2.2095 1.4109 1.0447
H 2.1248 0.9006 1.9424
H -0.0208 -3.0325 -2.3467
C 0.3894 -2.5299 0.0206
C -1.1071 1.0114 1.2566
H 1.2181 -2.0388 0.6310
C -2.6013 0.9137 1.0909
H -1.2325 2.2162 -1.6108
*
```


## B
Below is the molecule C7H17NO, with properties calculated with ωB97M-V/def2-TZVPD.

Values from the calculation:
**LUMO**: 0.91 eV
**SMILES**: CC(C)[C@](C)(O)[C@@H](C)N

ORCA input file:
```
! wB97M-V def2-TZVPD RIJCOSX def2/J DEFGRID3
* xyz 0 1
H 2.5515 -1.3714 1.5177
C -0.1176 1.8017 0.9408
H -2.7717 0.6768 0.4369
H 3.0347 -0.7981 -0.9176
H 1.7921 0.0437 1.7201
H -0.2114 1.2558 -1.1191
H -0.2714 -1.1634 1.8473
H 1.1831 -2.1001 -0.1514
C -0.6764 0.9206 -0.1828
H 1.6520 -0.3015 -1.8993
O -1.0174 -1.0493 1.2167
C -2.1833 1.2204 -0.3093
H -0.8732 -2.4948 -0.9967
H -2.1453 -1.3176 -1.1179
H -0.3909 2.8511 0.7783
H 2.2342 0.7357 -0.5877
H -2.5506 0.9429 -1.3030
H -0.5027 1.5038 1.9204
C -1.0552 -1.4217 -1.1320
H -2.3940 2.2880 -0.1837
H 0.9731 1.7801 0.9706
C 1.1263 -1.0294 0.0850
H -0.6840 -1.1291 -2.1185
C -0.3898 -0.6088 -0.0055
C 2.0575 -0.3031 -0.8831
N 1.6301 -0.9321 1.4737
*
```


The structure with the most favorable energy is B; the runner-up is 346.3 kJ/mol above it.


## A
Below is a cluster of 2 separate species, C2H2Cl2N2S in total, with properties calculated with ωB97M-V/def2-TZVPD.

Values from the calculation:
**LUMO**: -1.04 eV
**SMILES**: [S-]/[NH+]=N\Cl.C#CCl

ORCA input file:
```
! wB97M-V def2-TZVPD RIJCOSX def2/J DEFGRID3
* xyz 0 1
Cl 0.2130 -2.7892 0.0850
H -1.0868 -0.0545 -1.5492
N -1.1600 -0.9675 -1.0380
C 0.9366 2.0071 1.4428
N -0.0135 -1.1821 -0.5270
C 1.3882 1.1108 0.7387
S -2.3723 -1.8920 -1.5510
Cl 0.6058 3.5021 2.1295
H 1.4891 0.2653 0.2692
*
```


## B
Below is a cluster of 2 separate species, C2H2Cl2N2S in total, with properties calculated with ωB97M-V/def2-TZVPD.

Values from the calculation:
**LUMO (spin up / spin down)**: -0.89 / -0.89 eV
**SMILES**: [S-]/[NH+]=N\Cl.C#CCl

ORCA input file:
```
! wB97M-V def2-TZVPD RIJCOSX def2/J DEFGRID3
* xyz 0 1
S -2.3974 0.6497 -0.6892
C -0.0350 -2.9543 -2.5138
N -1.5577 -0.1411 0.4589
Cl 0.2657 -2.4702 0.2462
H -0.5572 -0.2098 0.3026
C 0.1554 -2.6481 -1.3541
N -1.8716 -0.9106 1.4403
Cl -3.5837 -1.2879 1.4765
H -0.1297 -3.1437 -3.6250
*
```


The structure with the most favorable energy is B; the runner-up is 20.6 kJ/mol above it.